# C22H23Br2FN3O4

A cluster of 3 separate species, C22H23Br2FN3O4 in total (ωB97M-V with the def2-TZVPD basis set, OMol25).

Structure (XYZ):
```
55
Properties=species:S:1:pos:R:3:nbo_charge:R:1
Br -3.774 1.643 5.405 0.11
Br -5.490 1.738 1.026 0.05
F 1.396 0.950 1.294 -0.35
O 2.270 -5.856 -1.264 -0.50
O 2.769 -2.222 -3.643 -0.50
O 4.123 2.507 -1.686 -0.49
O 2.264 -7.716 -6.222 -0.48
N -2.587 6.402 2.561 -0.77
N -3.505 4.343 3.073 -0.21
N -3.448 3.024 2.971 -0.09
C 2.289 -8.207 -3.921 -0.23
C 4.301 -0.434 -3.665 -0.23
C 2.246 -5.366 -3.565 -0.24
C 2.243 -5.833 -4.811 -0.22
C 3.817 1.424 -2.139 0.47
C 0.901 2.218 1.559 0.22
C -1.519 4.461 1.641 -0.15
C 0.746 2.388 3.068 -0.66
C 2.258 -0.470 -2.160 -0.22
C -0.447 2.352 0.766 -0.49
C -4.524 -0.241 2.950 -0.65
C -4.477 2.266 3.706 -0.12
C -2.560 4.991 2.441 0.36
C -2.500 2.442 2.283 0.09
C 2.292 -7.741 -2.675 -0.23
C 2.600 0.718 -1.672 -0.22
C -5.168 1.169 2.867 -0.29
C 3.082 -1.139 -3.197 0.48
C 2.265 -7.290 -5.088 0.47
C 4.642 0.755 -3.174 -0.22
C 2.270 -6.283 -2.400 0.48
C -1.492 3.084 1.561 0.05
H 1.611 2.953 1.169 0.19
H 1.374 -1.001 -1.831 0.23
H -4.642 -0.789 2.014 0.25
H -3.353 6.668 3.178 0.39
H 2.016 1.223 -0.917 0.22
H -0.027 1.731 3.478 0.21
H -3.482 -0.221 3.275 0.21
H 2.225 -5.179 -5.674 0.23
H 5.526 1.286 -3.503 0.24
H 1.700 2.072 3.506 0.26
H 4.888 -0.939 -4.420 0.24
H -1.755 6.641 3.105 0.39
H -0.811 1.389 0.400 0.26
H 2.304 -9.267 -4.143 0.23
H 2.231 -4.307 -3.345 0.25
H -0.250 2.963 -0.122 0.25
H 2.309 -8.394 -1.811 0.23
H -5.073 -0.820 3.699 0.25
H -2.506 1.354 2.278 0.25
H -5.238 3.004 3.956 0.27
H -0.776 5.074 1.146 0.26
H -6.159 1.052 3.307 0.26
H 0.606 3.430 3.360 0.22
```

## Properties
**HOMO energy**: -11.2 eV
**Net charge**: +1
**Gap between HOMO and LUMO**: 0.2277 Eh

# C22H23ClMnN2P

A structure of composition C22H23ClMnN2P (ωB97M-V with the def2-TZVPD basis set, OMol25).

Structure (XYZ):
```
50
Properties=species:S:1:pos:R:3:mulliken_spin:R:1
Mn 0.000 0.000 0.000 3.64
Cl 2.344 -0.484 0.092 0.04
P 0.001 -0.013 -2.294 -0.21
N 0.491 0.520 4.124 -0.04
N 0.296 -0.072 1.994 -0.07
C -2.319 2.713 -4.360 0.00
C -0.677 1.514 -3.041 0.00
C 1.656 -0.179 -3.044 -0.01
C -1.942 -2.377 -5.065 0.00
C 4.189 -0.565 -4.162 -0.01
C 0.516 -1.182 2.725 0.35
C -1.163 -1.374 -4.488 0.00
C 0.537 1.324 5.339 0.00
C -2.543 -3.348 -4.264 0.00
C -1.639 3.908 -4.128 -0.01
C 2.238 0.824 -3.827 -0.01
C -0.478 3.908 -3.351 0.00
C -0.971 -1.338 -3.101 -0.01
C 3.613 -1.566 -3.377 0.01
C 0.641 -0.816 4.048 0.39
C -1.840 1.518 -3.821 -0.01
C 2.355 -1.372 -2.814 -0.01
C 3.504 0.630 -4.382 0.01
C 0.283 0.953 2.865 0.39
C -1.568 -2.324 -2.303 0.00
C 0.000 2.720 -2.803 0.00
C -2.355 -3.318 -2.880 0.00
H 0.576 -2.184 2.321 0.00
H -2.373 0.590 -4.007 0.00
H 0.054 4.837 -3.165 0.00
H 1.527 1.206 5.828 0.00
H -2.079 -2.399 -6.143 0.00
H -1.402 -2.310 -1.230 0.03
H 5.176 -0.712 -4.591 0.00
H 1.913 -2.132 -2.175 0.01
H 0.376 2.397 5.103 0.00
H 4.151 -2.491 -3.191 0.00
H -2.013 4.838 -4.548 0.00
H 0.898 2.714 -2.189 -0.01
H -1.075 1.108 -0.057 -0.24
H -0.257 0.986 6.038 0.00
H -2.815 -4.075 -2.251 0.00
H -3.224 2.708 -4.962 0.00
H -0.699 -0.620 -5.116 0.00
H 3.955 1.415 -4.982 0.00
H -3.148 -4.129 -4.714 0.00
H 0.820 -1.473 4.888 0.00
H -1.434 -0.574 -0.043 -0.22
H 1.708 1.757 -3.992 0.00
H 0.119 1.986 2.587 0.00
```

## Properties
**HOMO energy (alpha / beta)**: -14.0 / -13.9 eV
**Multiplicity**: 5
**Net charge**: +2
**<S²>**: 6.2543
**Gap between HOMO and LUMO (alpha / beta)**: 0.2422 / 0.0876 Eh

# C22H23ErN3O11

A structure of composition C22H23ErN3O11 (ωB97M-V with the def2-TZVPD basis set, OMol25).

Structure (XYZ):
```
60
Properties=species:S:1:pos:R:3:mulliken_spin:R:1
Er -0.419 0.486 -0.514 3.03
O 4.129 1.048 -0.824 0.00
O -1.438 -0.898 1.211 0.00
O -2.477 1.125 -0.225 -0.01
O 3.979 -4.062 -1.950 0.00
O -1.325 -1.370 -1.437 -0.01
O -4.107 2.333 0.751 0.00
O -0.807 1.565 -2.624 0.00
O -0.944 -3.361 -2.521 0.00
O -0.914 3.078 2.956 0.00
O 1.861 1.354 -0.702 0.00
O -0.213 1.690 1.322 0.00
N 2.067 1.058 3.984 0.00
N 1.270 -1.092 -1.179 0.00
N 2.548 1.169 2.680 0.00
C -1.691 -1.708 3.388 0.00
C 1.728 -3.269 -2.040 0.00
C 0.042 1.724 -3.745 0.00
C 3.861 0.915 2.613 0.00
C -1.042 -0.542 2.595 0.00
C -0.794 2.395 -4.860 0.00
C 3.542 -1.750 -1.668 0.00
C -1.771 0.772 2.844 0.00
C -2.237 1.436 -3.095 0.00
C -2.980 -1.941 2.570 0.00
C -0.936 2.026 2.343 0.00
C 0.821 -2.244 -1.689 0.00
C -3.231 1.475 0.772 0.00
C 2.613 -0.780 -1.239 0.00
C 3.096 -3.080 -1.870 0.00
C -3.056 0.526 2.022 0.00
C -0.640 -2.357 -1.899 0.00
C 2.943 0.688 -0.879 0.00
C 4.275 0.610 3.919 0.00
C -2.863 -0.894 1.454 0.00
C -2.255 2.128 -4.438 0.00
C 3.046 0.644 4.703 0.00
H 0.064 -0.464 2.771 0.00
H -3.911 -1.799 3.100 0.00
H -3.923 0.649 2.659 0.00
H 0.946 2.284 -3.450 0.00
H 1.267 -4.237 -2.333 0.00
H -2.884 1.846 -2.324 0.00
H -1.921 0.927 3.940 0.00
H -1.031 -2.613 3.348 0.00
H -2.731 1.500 -5.179 0.00
H 3.555 -4.931 -2.001 0.00
H 2.901 0.370 5.743 0.00
H -2.393 0.368 -3.170 0.00
H 5.261 0.361 4.198 0.00
H 1.964 1.609 1.988 0.00
H -1.888 -1.571 4.448 0.00
H 4.616 -1.478 -1.598 0.00
H -3.054 -2.948 2.120 0.00
H -3.426 -0.997 0.506 0.00
H -2.797 3.076 -4.489 0.00
H -0.529 1.936 -5.797 0.00
H -0.569 3.463 -4.890 0.00
H 4.481 1.044 1.756 0.00
H 0.321 0.708 -4.076 0.00
```

## Properties
**HOMO energy**: -6.1 eV
**Multiplicity**: 4
**Net charge**: -1
**<S²>**: 3.7519
**ΔE to the lowest compared entry with this formula, charge and spin**: 0.000 eV
**Gap between HOMO and LUMO**: 0.3041 Eh

# C22H23FN2O4S2

The molecule C22H23FN2O4S2 (ωB97M-V with the def2-TZVPD basis set, OMol25).

Structure (XYZ):
```
54
Properties=species:S:1:pos:R:3:nbo_charge:R:1
S 2.828 -1.213 -1.969 0.18
S -1.659 -1.369 -1.211 2.34
F -6.900 -0.392 1.219 -0.32
O -1.325 -2.767 -1.144 -0.96
O 4.162 -0.460 1.398 -0.41
O -1.581 -0.707 -2.471 -0.92
O 1.556 -1.669 2.287 -0.63
N -0.692 -0.588 -0.109 -0.71
N 1.204 -2.598 0.252 -0.63
C 0.861 -1.851 1.309 0.68
C -0.278 3.563 -0.644 0.00
C 0.238 2.655 -1.563 -0.22
C 2.532 -3.126 0.067 -0.24
C -5.151 -1.895 0.772 -0.28
C 3.637 0.192 2.446 0.12
C 2.993 -2.927 -1.371 -0.53
C -3.924 -2.138 0.179 -0.17
C -3.868 0.127 -0.658 -0.17
C -3.299 -1.127 -0.527 -0.36
C -0.549 0.808 -0.248 0.19
C -0.106 5.038 -0.844 -0.63
C 0.116 1.292 -1.369 -0.20
C -0.542 -1.234 1.175 -0.31
C -5.711 -0.635 0.641 0.41
C -1.083 1.705 0.669 -0.25
C 4.164 -0.349 -1.038 -0.56
C 3.728 0.165 0.279 0.25
C -0.936 3.066 0.474 -0.21
C 2.869 1.233 2.029 -0.31
C 2.927 1.218 0.615 -0.31
C -5.093 0.383 -0.069 -0.27
H 2.364 -3.502 -2.052 0.23
H 2.326 1.922 2.642 0.22
H 2.436 1.888 -0.060 0.23
H 0.528 0.594 -2.078 0.25
H 4.455 0.470 -1.695 0.24
H -0.886 5.594 -0.329 0.22
H -0.676 -0.531 1.999 0.23
H -3.452 -3.106 0.240 0.24
H -1.621 1.348 1.536 0.22
H 4.990 -1.050 -0.927 0.24
H 3.187 -2.609 0.773 0.24
H -5.672 -2.659 1.327 0.24
H 4.031 -3.237 -1.493 0.22
H -1.285 -2.032 1.260 0.23
H 3.869 -0.185 3.421 0.21
H 0.755 3.020 -2.439 0.21
H -1.350 3.752 1.198 0.21
H 0.857 5.357 -0.445 0.22
H 0.517 -2.753 -0.478 0.42
H -3.348 0.881 -1.228 0.25
H 2.556 -4.199 0.298 0.19
H -5.570 1.346 -0.150 0.24
H -0.131 5.290 -1.902 0.22
```

## Properties
**HOMO energy**: -8.0 eV
**SMILES**: Cc1ccc(N(CC(=O)NCCSCc2ccco2)S(=O)(=O)c2ccc(F)cc2)cc1
**ΔE to the lowest compared entry with this formula, charge and spin**: 0.859 eV
**Gap between HOMO and LUMO**: 0.3138 Eh

# C22H23N2O

A cluster of 2 separate species, C22H23N2O in total (ωB97M-V with the def2-TZVPD basis set, OMol25).

Structure (XYZ):
```
48
Properties=species:S:1:pos:R:3:nbo_charge:R:1
O 3.050 1.645 -3.861 -0.59
N 1.825 3.447 -3.092 -0.61
N -0.262 1.702 0.124 -0.49
C 1.409 0.514 3.246 -0.11
C 4.073 -0.492 3.247 0.12
C 2.750 2.833 -3.923 0.69
C -5.225 -0.998 3.265 -0.65
C 0.756 1.059 -0.468 0.04
C 2.982 -1.350 3.451 -0.24
C 5.479 -1.009 3.224 -0.66
C 2.544 1.371 3.085 -0.09
C 3.834 0.881 3.090 -0.24
C 1.469 1.580 -1.561 -0.28
C -1.157 0.517 3.119 -0.20
C -1.437 -0.866 2.903 -0.03
C 1.102 2.835 -2.066 0.20
C -2.732 -1.350 3.011 -0.25
C -2.283 1.377 3.325 -0.07
C -3.818 -0.485 3.218 0.12
C -0.673 2.864 -0.432 0.04
C 1.685 -0.862 3.523 -0.11
C -3.573 0.889 3.360 -0.24
C 0.128 1.111 3.121 0.14
C 3.339 3.781 -4.934 -0.72
C -0.012 3.489 -1.496 -0.28
H 0.131 2.200 3.095 0.22
H -1.568 3.317 0.002 0.20
H -5.758 -0.620 4.146 0.24
H 3.178 -2.420 3.562 0.24
H 4.348 3.442 -5.172 0.26
H 6.026 -0.634 2.350 0.25
H 1.565 4.389 -3.358 0.41
H -5.797 -0.676 2.384 0.25
H -0.352 4.451 -1.879 0.22
H -5.235 -2.091 3.294 0.23
H 2.280 1.015 -2.006 0.27
H -4.421 1.562 3.510 0.24
H 5.489 -2.102 3.197 0.23
H -0.629 -1.542 2.631 0.21
H 4.686 1.553 2.961 0.24
H -2.931 -2.421 2.926 0.23
H 2.732 3.754 -5.847 0.25
H 0.877 -1.531 3.809 0.22
H 3.378 4.810 -4.561 0.22
H -2.094 2.442 3.464 0.22
H 2.362 2.437 2.942 0.23
H 6.040 -0.687 4.112 0.25
H 1.039 0.083 -0.066 0.19
```

## Properties
**HOMO energy**: -11.5 eV
**Net charge**: +1
**ΔE to the lowest compared entry with this formula, charge and spin**: 0.857 eV
**Gap between HOMO and LUMO**: 0.2310 Eh

# C22H23N2O7Rh

A structure of composition C22H23N2O7Rh (ωB97M-V with the def2-TZVPD basis set, OMol25).

Structure (XYZ):
```
55
Properties=species:S:1:pos:R:3:mulliken_spin:R:1
Rh 1.016 -0.085 0.912 0.67
O -1.818 2.568 3.986 0.21
O 0.604 1.355 -0.724 0.00
O -3.940 3.125 3.851 0.25
O -6.078 3.575 -0.487 0.23
O 2.026 -0.963 -0.944 -0.06
O -4.894 3.190 -2.298 0.22
O 0.110 3.281 -1.780 0.00
N -2.838 2.871 3.318 0.27
N -5.000 3.306 -1.057 0.25
C -0.659 -2.178 -1.930 0.19
C -1.422 2.629 -0.159 -0.14
C 3.240 -2.139 -1.170 -0.01
C 3.417 -1.555 -2.577 0.00
C 1.168 0.780 2.706 0.00
C 2.566 -3.470 -1.018 0.02
C -2.292 -0.816 -1.037 0.30
C 2.349 -0.499 -2.279 0.00
C -2.747 2.925 1.882 -0.11
C 2.266 -0.110 2.472 0.17
C -2.589 2.864 -0.899 0.21
C -0.945 -2.639 -0.611 0.33
C -3.820 3.119 -0.256 -0.09
C 4.353 -1.853 -0.193 0.01
C -0.047 0.021 2.598 0.00
C -1.945 -1.790 -0.055 -0.02
C -3.904 3.167 1.142 0.33
C 0.307 -1.333 2.300 0.16
C -0.126 2.415 -0.942 0.00
C -1.482 -1.043 -2.188 0.16
C -1.502 2.696 1.235 0.22
C 1.735 -1.419 2.210 -0.07
H 4.673 -0.806 -0.272 0.00
H 2.158 -3.584 -0.004 0.00
H -2.388 -1.872 0.934 0.01
H -0.390 -2.163 2.172 -0.01
H 3.327 0.160 2.492 0.03
H 2.306 -2.330 2.047 -0.01
H 4.039 -2.063 0.836 0.00
H -0.491 -3.506 -0.132 -0.01
H 2.728 0.529 -2.206 0.00
H 3.144 -2.255 -3.371 0.00
H -2.548 2.873 -1.986 0.03
H -1.054 0.403 2.748 0.07
H -1.488 -0.456 -3.106 0.00
H -0.609 2.603 1.847 0.05
H 3.314 -4.256 -1.181 0.00
H 1.238 1.845 2.929 0.02
H 5.198 -2.508 -0.443 0.00
H 0.028 -2.640 -2.638 -0.01
H 1.751 -3.580 -1.742 0.00
H 1.447 -0.586 -2.899 0.00
H -4.849 3.378 1.635 0.06
H 4.412 -1.130 -2.733 0.00
H -3.053 -0.049 -0.934 0.05
```

## Properties
**HOMO energy (alpha / beta)**: 1.6 / -1.8 eV
**Multiplicity**: 5
**Net charge**: -2
**<S²>**: 6.0587
**ΔE to the lowest compared entry with this formula, charge and spin**: 0.000 eV
**Gap between HOMO and LUMO (alpha / beta)**: 0.0651 / 0.1640 Eh

# C22H23N3O5

The molecule C22H23N3O5 (ωB97M-V with the def2-TZVPD basis set, OMol25).

Structure (XYZ):
```
53
Properties=species:S:1:pos:R:3:nbo_charge:R:1
O -1.640 0.295 -0.541 -0.66
O -5.659 -2.351 -0.265 -0.51
O -8.038 -0.906 0.566 -0.50
O 0.970 3.841 0.804 -0.64
O 2.549 0.921 -0.335 -0.51
N -3.216 1.828 0.154 -0.60
N -1.076 2.473 -0.312 -0.47
N 0.271 2.131 -0.476 -0.44
C 5.939 -0.413 0.360 -0.06
C 5.709 -1.773 0.032 0.00
C -8.279 -2.273 0.321 -0.24
C -6.794 -0.364 0.422 0.24
C -5.609 -1.013 0.025 0.25
C -1.974 1.419 -0.226 0.78
C -4.398 1.076 0.232 0.13
C -4.432 -0.281 -0.061 -0.29
C 4.889 0.522 0.241 -0.26
C 8.230 -0.947 0.905 -0.21
C -5.565 1.718 0.623 -0.25
C 8.001 -2.292 0.580 -0.22
C 3.649 0.123 -0.187 0.30
C 2.634 2.302 -0.045 0.02
C 4.421 -2.152 -0.405 -0.17
C 1.217 2.828 0.175 0.64
C 7.223 -0.028 0.797 -0.19
C 3.264 3.094 -1.196 -0.63
C 6.767 -2.696 0.153 -0.20
C -4.477 -3.000 -0.668 -0.25
C -6.737 0.997 0.712 -0.22
C 3.421 -1.235 -0.512 -0.25
H 2.431 -1.512 -0.841 0.23
H 5.101 1.548 0.500 0.21
H 4.239 -3.187 -0.655 0.21
H -7.698 -2.913 0.987 0.18
H -4.763 -4.036 -0.842 0.20
H 4.288 2.773 -1.367 0.22
H 2.691 2.930 -2.106 0.22
H -3.709 -2.962 0.111 0.18
H 3.254 4.153 -0.953 0.23
H -1.152 3.299 0.275 0.41
H -3.333 2.809 0.364 0.40
H -4.077 -2.573 -1.592 0.18
H 9.211 -0.643 1.241 0.21
H -7.655 1.475 1.014 0.23
H 0.414 1.184 -0.811 0.45
H -5.561 2.772 0.856 0.21
H 7.399 1.009 1.047 0.21
H -8.065 -2.543 -0.716 0.18
H -3.516 -0.756 -0.362 0.25
H -9.342 -2.412 0.520 0.19
H 6.582 -3.731 -0.099 0.21
H 8.808 -3.005 0.671 0.21
H 3.191 2.475 0.885 0.21
```

## Properties
**HOMO energy**: -7.7 eV
**SMILES**: COc1ccc(NC(=O)NNC(=O)[C@H](C)Oc2ccc3ccccc3c2)cc1OC
**ΔE to the lowest compared entry with this formula, charge and spin**: 2.543 eV
**Gap between HOMO and LUMO**: 0.3047 Eh

# C22H23N3O6S

The molecule C22H23N3O6S (ωB97M-V with the def2-TZVPD basis set, OMol25).

Structure (XYZ):
```
55
Properties=species:S:1:pos:R:3:nbo_charge:R:1
S -1.767 2.033 -0.309 2.36
O -5.323 2.820 -1.690 -0.26
O -1.769 2.877 0.842 -0.91
O -0.620 2.076 -1.185 -0.96
O 1.077 0.399 3.902 -0.48
O -0.889 -2.583 -0.765 -0.60
O -0.209 -1.081 5.114 -0.47
N -4.673 2.814 -2.882 -0.13
N -2.089 0.471 0.176 -0.69
N 0.262 -0.623 -1.051 -0.65
C -0.048 0.091 3.193 0.31
C 5.791 -1.953 -0.746 -0.41
C -2.126 -0.524 -0.880 -0.30
C 2.015 -2.319 -0.758 -0.25
C 4.328 -1.616 -0.793 -0.02
C 2.564 -0.003 -1.090 -0.26
C -3.416 2.547 -2.655 0.19
C -4.462 2.557 -0.707 0.42
C -2.417 -0.839 2.180 -0.22
C 3.364 -2.609 -0.673 -0.20
C 1.606 -1.007 -0.967 0.22
C -3.217 2.367 -1.255 -0.53
C -4.915 2.500 0.697 -0.69
C -0.827 -0.809 3.924 0.23
C -2.015 -1.291 3.433 -0.25
C -0.844 -1.379 -0.899 0.66
C 0.990 -0.335 5.106 0.24
C -2.404 2.448 -3.732 -0.66
C 3.907 -0.309 -1.006 -0.19
C -1.640 0.050 1.451 0.12
C 6.309 -2.287 -2.146 -0.59
C -0.424 0.529 1.948 -0.29
H 1.851 -1.019 5.182 0.16
H -5.207 1.482 0.954 0.24
H -2.452 1.464 -4.197 0.23
H 0.124 0.378 -1.184 0.43
H 0.999 0.357 5.962 0.16
H 3.673 -3.631 -0.508 0.21
H -2.980 -1.192 -0.737 0.23
H -5.772 3.153 0.838 0.24
H -4.093 2.797 1.344 0.27
H 5.768 -3.136 -2.557 0.21
H 2.243 1.017 -1.249 0.21
H 4.640 0.479 -1.101 0.21
H -2.240 0.007 -1.828 0.23
H 7.369 -2.532 -2.113 0.21
H 1.279 -3.099 -0.660 0.25
H -2.610 3.190 -4.500 0.24
H -1.411 2.594 -3.317 0.25
H 6.170 -1.438 -2.813 0.20
H -3.344 -1.196 1.761 0.22
H -2.611 -1.989 3.997 0.23
H 6.353 -1.107 -0.346 0.21
H 0.180 1.219 1.386 0.24
H 5.952 -2.811 -0.090 0.21
```

## Properties
**HOMO energy**: -8.2 eV
**SMILES**: CCc1ccc(NC(=O)CN(c2ccc3c(c2)OCO3)S(=O)(=O)c2c(C)noc2C)cc1
**ΔE to the lowest compared entry with this formula, charge and spin**: 3.570 eV
**Gap between HOMO and LUMO**: 0.3247 Eh

| no. | total energy (Ha) | largest force on an atom (eV Å⁻¹) |
| --- | --- | --- |
| 1 | -6564.91123 | 2.538 |
| 2 | -2913.48798 | 3.346 |
| 3 | -2859.46786 | 3.078 |
| 4 | -2158.84501 | 1.099 |
| 5 | -1036.65634 | 1.471 |
| 6 | -1598.47472 | 9.523 |
| 7 | -1392.60499 | 0.790 |
| 8 | -1865.99449 | 1.418 |